# C3H12NS3

2 unconnected molecules or ions with the total composition C3H12NS3 in a non-equilibrium geometry (wB97M-V/def2-TZVPD, the Open Molecules 2025 dataset).

Results
LUMO: -3.4 eV
Charge: +1

Each line ends with the natural charge from an NBO analysis.
Element x y z (Å)
C -0.855 -1.643 0.357  -0.230
C 0.336 -1.876 -0.586  -0.554
S -0.147 -3.031 -1.906  0.027
N -0.637 -0.404 1.228  -0.714
H -0.974 -2.495 1.020  0.235
H -1.764 -1.459 -0.209  0.231
H 1.147 -2.306 -0.005  0.242
H 0.625 -0.931 -1.045  0.221
H 0.455 -4.088 -1.337  0.145
H -1.497 0.140 1.224  0.446
H 0.072 0.212 0.784  0.442
H -0.301 -0.624 2.161  0.447
C 0.660 2.310 -1.177  -0.736
S 1.365 2.147 0.499  0.096
S -0.245 2.859 1.632  -0.177
H -0.111 1.566 -1.358  0.200
H 1.495 2.238 -1.865  0.251
H 0.179 3.276 -1.263  0.249
H 0.197 4.109 1.847  0.180

Forces on atoms 1 to 6 (eV/Å):
C 0.43 0.04 -0.19
C -0.69 0.00 0.39
S 0.25 -0.05 0.25
N 0.08 -0.29 -1.06
H -0.27 0.01 -0.01
H -0.05 -0.11 0.06

=====

# C3H12O2S

3 unconnected molecules or ions with the total composition C3H12O2S in a non-equilibrium geometry (wB97M-V/def2-TZVPD, the Open Molecules 2025 dataset).

Results
LUMO: 0.4 eV
SMILES string: CCSC.O.O
Charge: 0

Each line ends with the natural charge from an NBO analysis.
Element x y z (Å)
C -0.014 1.570 -0.221  -0.627
C 0.576 0.718 0.914  -0.500
S 1.288 -0.880 0.312  0.137
C 2.185 -0.093 -1.130  -0.741
H -0.585 2.402 0.209  0.216
H 0.851 2.058 -0.667  0.208
H -0.620 0.977 -0.885  0.221
H 1.512 1.204 1.224  0.205
H -0.066 0.549 1.778  0.212
H 2.862 0.767 -1.116  0.220
H 1.345 0.033 -1.816  0.223
H 2.791 -0.910 -1.502  0.225
O -1.287 -2.896 -1.336  -0.930
H -1.453 -2.375 -0.553  0.466
H -0.631 -3.507 -0.999  0.463
O -3.057 0.069 1.573  -0.933
H -3.260 0.790 2.159  0.469
H -2.438 -0.477 2.056  0.465

Forces on atoms 1 to 6 (eV/Å):
C 0.37 0.44 1.45
C 1.09 -0.10 -0.41
S 0.51 1.40 -0.19
C -0.86 -1.65 -0.32
H -0.20 -0.32 -0.09
H -0.33 -0.18 -0.70

=====

# C3H12O2S

3 unconnected molecules or ions with the total composition C3H12O2S in a non-equilibrium geometry (wB97M-V/def2-TZVPD, the Open Molecules 2025 dataset).

Results
⟨S²⟩: 0.7533
LUMO (alpha / beta): -3.6 / -8.4 eV
Charge: +1
2S+1: 2

Each line ends with the Mulliken spin population.
Element x y z (Å)
C -0.200 -0.876 -1.265  0.064
C -0.159 -1.462 0.163  -0.032
S 1.390 -2.008 0.915  0.924
C 2.197 -0.540 1.774  -0.027
H 0.731 -0.503 -1.618  -0.010
H -0.980 -0.184 -1.592  -0.002
H -0.340 -1.692 -2.000  -0.002
H -0.845 -2.181 0.460  0.002
H -0.460 -0.520 0.694  0.024
H 1.814 -0.622 2.835  0.048
H 3.201 -0.758 1.742  0.006
H 2.067 0.477 1.378  0.003
H -0.467 4.516 -2.065  0.000
H -1.760 5.441 -2.026  0.000
O -0.887 5.251 -2.484  0.000
H -3.408 0.636 -0.402  0.000
H -3.078 -0.458 0.784  -0.001
O -2.832 0.403 0.375  0.002

Forces on atoms 1 to 6 (eV/Å):
C -0.03 -2.44 -2.21
C 0.62 4.09 0.57
S 0.15 1.59 0.01
C -2.84 -0.27 0.41
H 0.97 0.73 0.29
H -0.05 0.12 1.33

=====

How do the records compare in energy above the lowest of the compared OMol25 structures with the same formula, charge and spin? In the order shown, they have 10.6, 94.9, 114.1 kJ/mol.
How do the records compare in energy? In the order shown, they have -1370.56101, -670.12753, -669.79889 hartree.